Density functional theory data (ωB97M-V/def2-TZVPD) for an isolated molecule of C5H8O2 at a distorted geometry.

For the energy above the lowest of the compared OMol25 structures with the same formula, charge and spin, the calculation gives 541.2 kJ/mol. The value obtained for the LUMO energy is 0.0315 Eh. The calculation puts the HOMO energy at -8.602 eV. The SMILES is C[C@H]1O[C@H]2C[C@]21O. The value obtained for the largest force on an atom is 0.078 Eh/bohr.

Structure (XYZ):
```
15
C5H8O2 | OMol25 | ωB97M-V/def2-TZVPD
C -1.9173 -0.2252 -0.2907
C -0.7546 0.7025 -0.0249
O -0.3305 0.6166 1.3738
C 1.0662 0.4607 0.9993
C 1.1500 -0.8987 0.3278
C 0.6426 0.3405 -0.3956
O 1.3057 0.7700 -1.5187
H -1.5995 -1.2739 -0.2839
H -2.6197 -0.0868 0.5363
H -2.4403 -0.0100 -1.2283
H -0.9559 1.7355 -0.3340
H 1.7634 0.8887 1.7012
H 1.4008 -1.7018 -0.3049
H 1.0720 -1.6319 1.0557
H 2.1239 0.2678 -1.6422
```